This record from the Open Molecules 2025 dataset describes a molecular structure, C5H6S3 in a non-equilibrium geometry. The level of theory is the ωB97M-V functional and the def2-TZVPD basis.

Energy relative to the best compared isomer or geometry (same formula, charge and spin) ... 2.4693 eV
Largest force on an atom ... 4.66 eV Å⁻¹
E ... -37785.3235 eV
2S+1 ... 1
E_HOMO ... -8.68 eV

Atoms and positions in Å:
C  -0.39581  0.52866  -1.72049
C  -0.37586  -0.08789  0.23099
C  0.58439  -0.42656  1.03718
C  -0.68573  1.22318  -0.37309
C  1.01349  -1.90073  1.03841
S  0.36539  1.08714  -3.11653
S  -0.76805  -1.02979  -1.24900
S  -2.35926  1.86573  -0.22640
H  1.10201  0.19246  1.78617
H  -0.03726  1.98491  -0.08136
H  2.15348  -1.78553  1.14747
H  0.62191  -2.35958  0.10132
H  0.67232  -2.41752  1.97046
H  -1.89100  3.12552  -0.54514